Record 1
ORCA calculation (ωB97M-V with the def2-TZVPD basis set) on a structure of composition C39H26BrCrF5N5O5S.

## Properties
HOMO (alpha / beta) = -7.75 / -7.92 eV
2S+1 = 4
LUMO energy (alpha / beta) = -0.03270 / -0.03237 Eh
gap between HOMO and LUMO (alpha / beta) = 6.86 / 7.04 eV

```
83
Properties=species:S:1:pos:R:3:forces:R:3:mulliken_charge:R:1
Br 5.311324 5.490814 1.447755 -0.02 -0.02 0.00 -0.215
Cr 0.702545 -0.271813 0.335310 -0.73 -0.13 0.07 1.127
S 0.104673 1.305558 -2.360696 0.21 0.10 -0.02 1.543
F -2.556311 -3.218946 1.120269 -0.01 -0.02 -0.02 -0.411
F -2.228937 1.416227 0.212675 0.07 -0.03 0.06 -0.405
F -4.814577 1.450333 -0.445183 0.03 0.04 -0.10 -0.389
F -5.127605 -3.169483 0.358085 0.00 0.01 0.02 -0.317
F -6.294691 -0.831822 -0.451865 0.04 0.00 0.03 -0.338
O 0.873763 1.475549 1.050651 -0.36 -0.06 0.15 0.788
O -0.163562 0.174753 -1.383378 -0.17 0.15 0.37 -0.454
O -1.003635 -0.995492 1.014995 0.68 0.34 0.23 -0.016
O 0.994334 0.832130 -3.395642 -0.02 -0.03 -0.11 -0.774
O 0.500806 2.518176 -1.690812 -0.10 -0.01 -0.06 -0.794
N 0.555857 -1.298564 4.255237 -0.43 -0.19 -0.11 0.105
N -0.072938 0.864976 3.650668 0.28 0.19 -0.26 0.113
N 0.942274 -2.091540 -0.626905 0.18 -0.42 -0.31 1.287
N 1.806401 -1.339751 2.152751 -0.04 0.08 0.18 0.529
N 2.453295 0.075249 -0.681488 0.04 0.10 -0.28 0.718
C 2.763865 4.345782 2.072211 0.01 -0.04 -0.04 -0.743
C -5.345106 2.132970 -4.859013 0.02 -0.03 0.03 -1.467
C 2.961012 -2.946455 -3.600940 0.02 0.02 -0.04 -0.911
C 3.927804 4.201553 1.298237 0.05 0.04 0.00 -0.393
C -2.223628 0.458424 -3.516003 0.05 0.03 0.01 -0.354
C 3.173105 1.150339 -0.616277 0.10 -0.05 0.08 0.136
C -2.252833 -0.917374 0.640298 -0.34 0.07 0.00 0.143
C 3.592323 -3.070663 3.493443 -0.01 -0.02 -0.02 -0.712
C -1.966441 2.842088 -3.268818 0.06 -0.02 0.03 -0.432
C 3.743566 -1.828916 -3.660603 -0.03 -0.02 0.00 -1.172
C -3.209889 3.025817 -3.859339 0.00 -0.01 -0.02 -0.875
C -3.972093 1.941968 -4.275411 -0.03 0.02 0.01 1.062
C 3.610273 -0.795999 -2.715373 -0.03 0.04 0.03 -0.738
C 1.752406 3.429624 1.980135 0.00 0.05 0.04 -0.762
C 2.909423 -1.878097 1.575820 0.03 0.06 -0.01 -0.240
C 2.674620 -0.875103 -1.716674 0.13 -0.07 -0.01 0.042
C 1.849080 -2.025186 -1.649076 0.06 -0.02 0.04 0.345
C -4.240717 0.291933 -0.109384 -0.06 -0.02 -0.02 -0.067
C 1.605963 -1.674793 3.443678 0.26 -0.09 -0.09 0.636
C -4.411155 -2.038879 0.318465 -0.04 0.00 0.01 0.187
C -2.903879 0.261006 0.235560 0.23 0.07 0.04 0.319
C 3.818270 -2.710784 2.169531 0.00 -0.06 0.01 -1.258
C -3.458187 0.656564 -4.104712 -0.01 -0.03 0.05 -0.782
C 1.995063 -3.069059 -2.579614 0.00 0.02 0.02 0.960
C -5.004221 -0.860198 -0.089767 -0.04 -0.02 -0.02 0.741
C 2.488430 -2.560167 4.110843 0.05 0.01 0.03 -1.061
C 1.849456 2.306053 1.121783 0.16 -0.07 -0.08 0.276
C -1.842249 1.992096 4.793751 0.04 0.08 -0.02 -1.230
C -1.482968 1.558352 -3.098576 -0.02 -0.11 0.15 -0.248
C 3.035501 2.180003 0.348839 -0.20 0.11 -0.04 0.440
C -0.837489 1.936710 3.845979 -0.20 -0.17 0.02 0.038
C -2.017346 0.885795 5.618005 0.07 -0.02 0.01 -0.393
C 0.217704 -3.174489 -0.485487 -0.06 0.10 0.09 -0.571
C 1.160372 -4.200204 -2.426367 -0.03 0.03 0.06 -0.868
C -3.082289 -2.050640 0.691830 0.17 0.00 -0.06 0.038
C -1.216066 -0.220636 5.438832 -0.13 -0.02 -0.02 -0.972
C -0.273882 -0.184801 4.403382 0.14 0.01 0.10 0.657
C 4.054129 3.152634 0.437621 0.00 0.01 0.01 -0.827
C 0.289886 -4.258489 -1.378309 0.03 -0.07 -0.10 -1.249
H -0.617822 2.781571 3.208229 -0.28 -0.06 -0.02 0.453
H -0.359741 -5.108743 -1.228489 0.01 0.00 0.03 0.486
H 4.270258 -3.723384 4.026973 -0.02 -0.02 0.00 0.404
H -1.306231 -1.083315 6.087876 -0.04 -0.04 -0.07 0.374
H 3.960910 1.304624 -1.349848 0.07 -0.09 0.07 0.044
H 4.476003 -1.722785 -4.449222 0.02 0.00 0.01 0.418
H -5.475411 1.535487 -5.761957 -0.01 0.01 -0.01 0.359
H 0.849031 3.540423 2.564025 0.23 0.09 -0.12 -0.129
H -0.459768 -3.183415 0.356122 -0.06 0.04 -0.01 0.709
H -4.046444 -0.196548 -4.424247 0.02 0.00 0.01 0.385
H 4.664459 -3.077793 1.607885 0.00 0.02 -0.02 0.523
H -2.454207 2.876335 4.900153 0.03 0.01 0.01 0.431
H -1.826614 -0.537629 -3.367721 -0.03 -0.02 -0.02 0.331
H 2.672109 5.194665 2.736528 -0.01 0.00 0.01 0.474
H -6.104606 1.813595 -4.141915 -0.01 0.02 -0.02 0.292
H 0.459451 -1.927718 5.034333 0.03 0.00 -0.03 0.215
H -5.531330 3.177684 -5.103651 0.00 0.00 -0.01 0.365
H -2.756781 0.896863 6.408145 -0.03 -0.02 -0.03 0.419
H 4.941950 3.050960 -0.174392 -0.02 0.01 -0.02 0.551
H 2.286644 -2.807568 5.144846 0.00 0.05 0.01 0.411
H 3.073731 -3.744081 -4.323796 -0.02 0.00 -0.01 0.444
H 3.063698 -1.625132 0.542517 0.07 0.07 0.08 0.548
H -3.596846 4.029217 -3.991111 0.01 0.00 0.01 0.308
H 1.227533 -5.009256 -3.143267 0.02 -0.01 0.00 0.456
H 4.245160 0.071923 -2.817204 -0.02 0.00 -0.02 0.415
H -1.369967 3.678888 -2.931740 -0.03 0.02 0.02 0.516
```
Forces are in eV/Å.


Record 2
ORCA calculation (ωB97M-V with the def2-TZVPD basis set) on a cluster of 2 separate species, C4H3O2S in total in a non-equilibrium geometry.

## Properties
HOMO = -2.78 eV
LUMO energy = 0.12887 Eh
gap between HOMO and LUMO = 6.28 eV
charge = -1

```
10
Properties=species:S:1:pos:R:3:forces:R:3:mulliken_charge:R:1
S -0.226803 0.818875 -3.491648 -1.23 1.23 1.28 -0.267
O 2.071142 0.705160 -0.199373 0.42 1.31 0.23 -0.775
O -1.910754 -0.252437 0.304839 -1.07 -0.34 -0.12 -0.399
C 0.239676 -0.826364 1.280264 1.43 -3.57 1.23 -0.720
C 0.619065 0.365235 -2.074268 -2.01 -0.16 -3.15 -0.522
C -0.922883 -0.641441 0.765652 -0.49 1.03 -0.53 0.641
C 1.354309 0.760954 -1.191710 2.14 -0.92 2.50 0.574
H 0.930076 -0.015565 0.990824 0.37 -0.50 0.18 0.268
H 0.329249 0.128028 -4.421186 0.98 -1.14 -1.11 0.035
H 0.542251 -1.961462 1.528443 -0.54 3.06 -0.52 0.165
```
Forces are in eV/Å.


Record 3
ORCA calculation (ωB97M-V with the def2-TZVPD basis set) on a structure of composition C5H5NO.

## Properties
HOMO = -8.15 eV
LUMO energy = -0.00338 Eh
gap between HOMO and LUMO = 8.06 eV

```
12
Properties=species:S:1:pos:R:3:forces:R:3:mulliken_charge:R:1
O -1.821196 -0.571557 1.881576 0.27 -0.09 -0.40 -0.465
N 1.796986 -0.123955 -1.241172 -0.53 0.14 -0.32 -0.590
C 1.237258 0.039699 0.222966 0.04 -0.03 0.62 -0.543
C -1.115228 -0.725091 0.918133 -0.09 0.07 0.15 -0.189
C -0.344835 0.389985 0.236873 -0.08 0.07 0.25 0.551
C 0.630550 0.166004 -1.529701 0.36 -0.10 -0.06 0.404
C -0.640619 0.445855 -1.266153 0.02 0.03 -0.07 -0.822
H -0.521675 1.332502 0.767257 0.04 -0.15 -0.11 0.338
H 1.813710 0.832137 0.697880 -0.11 -0.10 -0.12 0.262
H 1.411946 -0.922545 0.704533 0.01 0.12 -0.13 0.319
H -1.469372 0.851489 -1.814940 0.16 -0.05 0.04 0.372
H -0.977520 -1.714521 0.422747 -0.10 0.08 0.16 0.362
```
Forces are in eV/Å.


Record 4
ORCA calculation (ωB97M-V with the def2-TZVPD basis set) on a structure of composition C18H16Cl4CrN4O6S2 in a non-equilibrium geometry.

## Properties
HOMO (alpha / beta) = -3.09 / -3.09 eV
2S+1 = 4
LUMO energy (alpha / beta) = 0.03945 / 0.03950 Eh
gap between HOMO and LUMO (alpha / beta) = 4.16 / 4.16 eV
charge = -1

```
51
Properties=species:S:1:pos:R:3:forces:R:3:mulliken_charge:R:1
Cr 0.877670 -0.277300 0.132102 -1.33 -1.90 -1.88 -0.001
Cl 2.712916 -4.488054 2.012330 0.08 0.04 0.01 -0.242
Cl -3.177708 -3.129914 0.435639 0.07 0.05 -0.06 -0.149
Cl -2.500341 -5.945832 1.682059 -0.07 -0.03 0.00 -0.224
Cl 0.447551 -6.644849 2.428793 0.05 -0.05 0.05 -0.231
S -3.295962 0.493167 -1.119198 0.19 0.03 0.40 -0.282
S -5.710225 1.575195 -2.479482 -0.29 0.22 -0.04 -0.464
O 1.191964 -0.712047 -1.986147 -0.10 0.05 0.46 -0.380
O -0.715047 -1.439645 0.037345 0.17 0.94 -0.16 -0.262
O 0.366013 1.416909 -0.723197 -0.01 -0.14 0.59 -0.284
O 0.967580 2.797863 -2.380452 -0.09 -0.11 0.16 -0.687
O -4.670804 2.452265 -0.202616 -0.01 0.12 0.14 -0.230
O 1.653072 -1.945246 0.810472 0.51 0.65 -0.10 -0.454
N 2.629475 0.632596 0.529807 0.92 0.43 0.62 0.511
N 0.470400 0.437031 1.917729 0.09 0.61 0.84 0.609
N 3.906609 1.658577 1.983576 -0.24 0.05 0.09 -0.083
N 0.992437 1.709261 3.615318 0.23 0.04 -0.21 -0.093
C 1.437709 1.155175 2.469504 -0.82 -0.18 0.26 -0.026
C 0.063797 -5.097616 1.760262 -0.21 0.09 -0.08 0.351
C 1.074257 -4.147750 1.567781 0.00 0.12 0.00 0.157
C -1.245201 -4.789700 1.413913 0.23 -0.01 0.05 0.239
C -5.742476 3.380230 -0.183029 -0.01 -0.04 -0.03 -0.787
C 0.751476 1.691206 -1.918327 0.24 -0.22 -0.40 0.277
C -0.554010 -2.608377 0.612901 0.56 -0.54 0.36 0.077
C -4.585438 1.563745 -1.229047 0.10 -0.29 -0.36 -0.067
C 0.781636 -2.907171 1.020581 -0.63 -0.14 -0.14 0.345
C -1.555640 -3.544420 0.849258 -0.07 0.15 -0.08 -0.169
C -0.396409 0.239593 -3.570761 0.05 -0.11 0.15 -1.803
C 0.921068 0.445122 -2.837609 -0.07 0.46 -0.18 2.081
C 2.661832 1.207028 1.724270 0.57 -0.17 -0.65 -0.038
C -0.325216 1.332738 3.773312 0.00 0.05 0.12 -0.735
C -0.632973 0.546861 2.707405 -0.24 -0.15 -0.01 -0.507
C 4.694647 1.356072 0.894596 0.08 -0.02 0.00 -0.686
C 2.097095 0.624160 -3.783687 -0.08 -0.08 0.14 -1.659
C 3.885716 0.713011 0.011233 0.04 0.02 -0.16 -0.522
H -1.209698 0.081277 -2.856778 -0.06 0.03 -0.05 0.251
H -5.551993 4.031112 0.671419 0.02 -0.03 0.01 0.195
H 4.114486 0.312505 -0.961567 0.03 0.00 0.05 0.421
H 3.037186 0.531903 -3.235551 0.02 0.03 -0.04 0.215
H -0.908196 1.654383 4.616795 -0.01 0.01 -0.03 0.416
H 1.490909 2.364119 4.190215 -0.01 -0.03 0.06 0.167
H -6.699539 2.868641 -0.062941 0.00 0.02 -0.03 0.323
H 0.492646 -1.362698 -2.149586 0.02 -0.04 0.15 0.394
H -1.561473 0.065158 2.443068 0.02 0.04 -0.06 0.508
H 4.207019 2.126679 2.819185 0.04 0.00 0.00 0.166
H -5.782010 3.960672 -1.104723 0.00 0.00 0.00 0.338
H 2.045005 1.618813 -4.219901 0.00 0.00 -0.03 0.360
H -0.636782 1.129288 -4.150125 0.02 0.01 -0.01 0.395
H 5.737599 1.610326 0.849971 -0.02 0.03 0.03 0.413
H -0.325873 -0.613652 -4.252555 0.01 0.00 0.01 0.465
H 2.073245 -0.128413 -4.573555 0.03 -0.03 0.03 0.394
```
Forces are in eV/Å.